Record 1
The following is a DFT calculation (ωB97M-V/def2-TZVPD) of C13H9N2O5SeY as an isolated structure.

HOMO level: -14.891 eV
HOMO-LUMO gap: 5.35 eV
DFT total energy: -3425.5830 a.u.
Energy relative to the best compared isomer or geometry (same formula, charge and spin): 37.0 kcal/mol
LUMO energy: -9.537 eV

The geometry in ORCA input format:
```
! wB97M-V def2-TZVPD RIJCOSX def2/J DEFGRID3
* xyz 2 1
O -1.0420 -1.8098 -4.1015
H -2.3798 1.7123 1.1997
O -2.2070 -1.1383 -1.3440
C -1.4129 2.2595 1.2895
C -0.3311 -0.8092 4.3552
C -0.8733 0.1003 3.4257
H 2.5134 -1.7730 2.5593
H 1.2893 -2.1971 4.7755
Y 0.4801 0.7385 -2.7676
O 1.3214 -2.4437 -1.7298
H -1.7717 0.7069 3.6394
Se 1.1927 2.6784 -0.7970
C -1.5488 1.0015 -4.1685
C 0.2209 -1.7245 -3.8184
H -0.7969 -0.9883 5.3175
C 1.0470 0.6345 -5.0075
O -2.4724 0.9895 -4.8724
C 1.5923 -1.2574 2.8626
H 2.4670 -0.0048 0.3942
O 1.3163 0.5598 -6.1360
C -1.4159 -0.3808 -1.7183
C 0.8892 -1.4747 4.0637
C 0.7854 1.3334 0.4469
H -1.3772 2.8689 2.2186
N 1.5747 0.2545 0.8077
N -0.3139 1.2847 1.2758
H 0.7662 -2.4970 -4.4942
C 0.8344 -1.5121 -2.3114
C 1.0572 -0.3588 1.9499
H -1.2763 2.9571 0.4366
C -0.1283 0.2897 2.2489
*
```

Record 2
The following is a DFT calculation (ωB97M-V/def2-TZVPD) of C52H50AsBBrHgN6O4S2 as an isolated structure.

HOMO level (alpha / beta): -0.802 / -2.230 eV
Expectation value of S²: 0.788
HOMO-LUMO gap (alpha / beta): 4.31 / 5.74 eV
DFT total energy: -8425.7026 a.u.
Energy relative to the best compared isomer or geometry (same formula, charge and spin): 0.0 kcal/mol
LUMO energy (alpha / beta): 3.507 / 3.506 eV

The geometry in ORCA input format:
```
! wB97M-V def2-TZVPD RIJCOSX def2/J DEFGRID3
* xyz -2 2
H -8.8145 0.2137 2.4492
H 3.9146 -3.1672 -3.5392
C 2.7977 3.1510 1.8425
C 0.0669 3.3695 0.6844
C -7.5561 2.4251 1.4323
H 5.6247 4.5781 0.6058
O 1.4181 -2.6916 0.4370
H -3.1083 3.4030 -0.5247
C 2.7341 -4.3388 1.5219
H -0.1668 -2.7509 -0.4362
C 4.4992 1.4954 1.4626
H -7.4652 -0.9259 2.2924
N 4.4121 -5.5636 0.1700
H 2.3295 7.8908 4.5129
C 5.3629 2.4757 1.0177
H -5.9449 2.2348 3.6277
C -5.6408 0.8263 1.2026
H 0.3028 8.3645 0.7718
C -4.6383 0.2668 -0.9615
C -1.3242 3.4636 0.6640
H 3.8202 -5.7911 2.6641
O 0.0766 -2.1350 2.6483
C 0.7443 3.1291 -0.5052
H 4.1528 0.3776 -3.5274
C -1.4370 -2.7897 -2.1198
Br 2.7666 -5.7004 5.4583
C 3.3895 -0.5801 -5.2320
H 6.3500 -6.9650 -1.3551
C -6.9081 1.1532 1.9968
C -4.3818 0.7759 1.8101
H 6.3589 2.1998 0.6895
C 2.5941 -0.7155 -2.8985
C 3.1897 1.8011 1.8737
C 1.3590 -3.7750 3.8878
C -2.7748 -3.0276 -2.4779
H -0.9662 -0.6861 3.5597
C -6.6174 1.3881 3.4795
C 4.4372 -3.9987 -3.0822
N 3.3165 -3.8826 -0.8249
H 5.6340 -4.4726 -4.7871
As 0.9651 3.5244 2.4145
H -8.4576 2.6782 1.9979
C 3.6737 4.1332 1.3820
C 0.0418 2.9873 -1.6967
N 0.6886 -1.8731 -2.4487
C -2.0709 -3.1753 0.1693
H -7.5512 1.6050 4.0038
O -1.9874 0.3618 1.3835
H -8.1802 -0.2041 0.8520
N 1.6145 -1.4255 -3.3598
H -0.9602 -2.2369 4.4493
C -0.4209 -2.2922 -2.9951
C 3.0407 -5.0430 2.6957
C 5.3982 -4.7289 -3.7609
O -2.1842 -0.0276 -0.8597
C 3.4955 -4.6209 0.3064
H -4.1033 -3.5557 0.6152
C -2.0256 3.3460 -0.5275
C 1.8388 7.4624 3.6465
H -4.7640 -3.4704 -1.8457
H 0.1221 5.9191 0.5595
H -4.7339 0.0591 -2.0187
H 6.8250 -6.3374 -3.7103
C 5.8206 -6.1494 -1.8326
H -6.8627 3.2659 1.4927
H 2.1222 5.4466 4.3085
H 3.3494 5.1664 1.3378
S 2.9392 -0.0696 -1.3099
H -6.1678 0.5088 3.9438
C -1.3390 3.1024 -1.7113
H 4.8037 0.4566 1.4755
H 0.2344 -2.6247 -4.9933
B -1.2658 0.0580 0.2056
C 6.0786 -5.7910 -3.1448
N 3.6057 -0.4202 -3.8089
C 4.1791 -4.3705 -1.7679
N -1.1231 -2.9391 -0.7708
C 0.5986 6.3453 1.4342
C -3.3721 -3.3722 -0.1586
H 2.6291 -3.1271 -0.8547
Hg 0.8462 -0.2312 0.0761
H -4.2362 0.9643 2.8640
H 0.4939 -1.1924 4.4406
C 1.7211 6.0863 3.5285
C 1.1076 5.5037 2.4181
H 2.2959 0.2753 -6.9045
H 1.4131 9.3679 2.7446
H -1.5187 -2.8038 -4.7924
C -5.7427 0.5715 -0.1681
C -3.2945 0.4683 1.0208
H 0.8485 -3.5637 4.8161
C 0.7036 7.7277 1.5522
H 1.4609 0.3675 -5.3430
C 2.4312 0.4451 -5.8327
H -1.7014 -3.1769 1.1870
H 4.3663 -0.5186 -5.7200
H -0.7622 -1.1983 -4.8136
H -7.8358 2.2970 0.3859
C 4.9557 3.8071 0.9694
C -3.4127 0.2237 -0.3371
H 0.5811 2.7499 -2.6058
H -6.7168 0.6054 -0.6420
C 2.3581 -4.7550 3.8460
C -3.7356 -3.3207 -1.5431
H 2.9991 -1.5843 -5.3986
H -3.0577 -2.9328 -3.5163
H -1.8858 2.9637 -2.6363
H 2.8109 1.4601 -5.6929
C -0.6459 -2.2336 -4.4832
C 4.8560 -5.4278 -1.1277
C -0.3594 -1.5402 3.8521
C 1.7267 -3.3497 1.5002
C 1.3260 8.2915 2.6556
H 1.8219 3.0117 -0.5032
C 1.0494 -3.0925 2.7346
H -1.8670 3.6084 1.5929
C -7.9025 -0.0110 1.8886
S 2.0995 0.5396 2.3986
*
```